10
Properties=species:S:1:pos:R:3 method="wB97M-V/def2-TZVPD" e_homo_ev=-11.0244 total_energy_ev=-10437.2526 lumo_energy_ha=-0.0355 de_lowest_kcal_mol=98.83 orbital_gap_ev=10.1 smiles="C=C[N+](=O)[O-].F" max_force_ev_per_a=5.1
C 1.0619 -0.7456 -0.2918
C -0.1098 -0.1605 0.1022
N -1.3990 -0.8149 -0.1443
O -1.3901 -1.9293 -0.7109
O -2.4521 -0.2340 0.1188
H 1.8978 -0.4121 0.1897
H 1.0750 -1.4855 -1.0018
H -0.0902 0.6123 0.8245
F 1.1441 2.5958 0.3083
H 0.2623 2.5737 0.6053